Record 1
The following is a quantum chemistry calculation of C7H18CeI2NO4P2 as an isolated structure at a distorted geometry, from the Open Molecules 2025 dataset.

The geometry in XYZ format:
```
35
Properties=species:S:1:pos:R:3
I 0.36 -1.09 -3.97
I -0.42 1.52 -2.88
Ce 0.01 -0.70 -0.39
P -2.79 -0.03 -0.21
C -3.77 1.46 0.26
C -3.33 -0.68 -1.90
H -4.43 -0.83 -1.93
H -4.42 -1.53 0.94
H -2.79 -1.65 -2.08
H -2.78 -2.33 0.68
H -3.52 2.27 -0.44
H -3.03 0.09 -2.65
C -3.32 -1.39 0.97
H -4.87 1.34 0.27
H -3.02 -1.02 1.98
H -3.45 1.71 1.28
P 2.80 0.07 -0.20
C 3.72 1.59 0.28
C 3.36 -1.28 0.99
H 2.85 -1.55 -2.06
H 4.47 -0.70 -1.91
H 3.06 0.19 -2.64
C 3.37 -0.57 -1.89
H 2.85 -2.23 0.69
H 4.46 -1.39 0.95
H 4.82 1.51 0.29
H 3.39 1.83 1.30
H 3.06 -0.92 1.99
H 3.44 2.39 -0.42
C -0.05 2.13 -0.21
O -0.06 2.95 0.59
O 0.01 0.99 3.33
N 0.00 -0.21 3.21
O -0.01 -1.13 3.99
O 0.02 -0.79 1.78
```

Calculated values
LUMO (alpha / beta) = -10.0 / -10.0 eV
Charge = +2
Energy above the lowest of the compared OMol25 structures with the same formula, charge and spin = 0.0 kJ/mol
HOMO level (alpha / beta) = -15.87 / -15.91 eV
Multiplicity = 2



Record 2
The following is a quantum chemistry calculation of a 2-piece molecular cluster, CH4IN overall at a distorted geometry, from the Open Molecules 2025 dataset.

The geometry in XYZ format:
```
7
Properties=species:S:1:pos:R:3
C -1.69 0.54 0.44
N 1.65 -0.98 -0.62
I 3.02 0.10 0.25
H -2.13 1.32 1.13
H -1.97 -0.50 0.17
H -0.60 0.68 0.31
H 1.72 -1.17 -1.67
```

Calculated values
LUMO (alpha / beta) = -0.1 / -1.2 eV
Energy above the lowest of the compared OMol25 structures with the same formula, charge and spin = 367.3 kJ/mol
HOMO level (alpha / beta) = -9.44 / -8.79 eV
Multiplicity = 1



Record 3
The following is a quantum chemistry calculation of C22H31BrO5PPdSi as an isolated structure, from the Open Molecules 2025 dataset.

The geometry in XYZ format:
```
62
Properties=species:S:1:pos:R:3
Pd 0.51 0.19 -0.11
Br 2.56 1.47 0.89
C 3.39 -0.15 1.48
C 4.59 -0.06 2.12
C 5.24 -1.25 2.51
C 4.66 -2.45 2.24
C 3.41 -2.54 1.57
C 2.85 -3.80 1.26
C 1.65 -3.88 0.61
C 0.95 -2.70 0.27
C 1.45 -1.45 0.55
C 2.73 -1.36 1.19
H 5.05 0.90 2.30
H 6.19 -1.19 3.02
H 5.16 -3.37 2.52
H 3.38 -4.70 1.54
H 1.22 -4.84 0.36
H 0.00 -2.80 -0.23
O 0.63 2.19 -2.64
C 1.54 1.25 -2.91
O 1.75 0.28 -2.24
H 2.09 1.49 -3.82
C 0.07 5.66 0.00
C 0.48 4.22 -0.16
O -0.55 3.53 -0.92
P -0.42 2.01 -1.33
O -1.80 1.73 -2.00
C -2.66 2.68 -2.71
C -2.10 3.04 -4.06
O -1.02 0.16 2.73
C -0.10 -0.57 3.63
C -0.51 -2.01 3.81
H 0.82 6.19 0.57
H -0.88 5.73 0.53
H -0.03 6.14 -0.97
H 0.58 3.72 0.80
H 1.42 4.14 -0.71
H -2.78 3.55 -2.07
H -3.61 2.16 -2.79
H -1.17 3.61 -3.98
H -2.83 3.65 -4.59
H -1.92 2.14 -4.66
H -0.18 0.00 4.55
H 0.89 -0.46 3.20
H -1.51 -2.09 4.21
H 0.19 -2.49 4.50
H -0.45 -2.55 2.86
C -1.71 -1.72 -2.43
Si -2.57 -1.56 -0.79
C -4.14 -0.56 -0.88
C -2.93 -3.24 -0.04
C -1.44 -0.66 0.40
C -1.12 -0.26 1.53
H -2.31 -2.32 -3.11
H -0.74 -2.21 -2.34
H -1.56 -0.75 -2.90
H -4.83 -1.01 -1.60
H -3.94 0.47 -1.20
H -4.63 -0.53 0.09
H -3.62 -3.78 -0.68
H -3.39 -3.14 0.94
H -2.03 -3.85 0.07
```

Calculated values
LUMO = -3.1 eV
Charge = +1
Energy above the lowest of the compared OMol25 structures with the same formula, charge and spin = 0.0 kJ/mol
HOMO level = -10.88 eV
Multiplicity = 1